No. 1
{
  "formula": "C3H8O2",
  "method": "ωB97M-V/def2-TZVPD",
  "total_energy_ev": -7335.2257,
  "e_lumo_ev": 0.82,
  "de_lowest_kj_mol": 79.6,
  "smiles": "C[C@@H](O)CO",
  "orbital_gap_ev": 10.91,
  "symbols": ["O", "O", "C", "C", "C", "H", "H", "H", "H", "H", "H", "H", "H"],
  "positions_angstrom": [[-0.937, -0.546, 1.717], [-0.544, 1.544, 0.235], [0.395, 0.535, -0.064], [0.226, 0.110, -1.516], [0.239, -0.661, 0.925], [-0.741, -0.386, -1.664], [-1.686, -0.859, 1.195], [1.023, -0.580, -1.817], [1.067, -0.683, 1.637], [-0.974, 1.268, 1.061], [0.243, -1.613, 0.377], [0.261, 0.987, -2.168], [1.410, 0.945, 0.058]]
}

=====

No. 2
{
  "formula": "C2H6FPS2",
  "method": "ωB97M-V/def2-TZVPD",
  "total_energy_ev": -35848.3602,
  "e_lumo_ev": -1.65,
  "de_lowest_kj_mol": 128.2,
  "orbital_gap_ev": 8.06,
  "symbols": ["S", "S", "P", "F", "C", "C", "H", "H", "H", "H", "H", "H"],
  "positions_angstrom": [[2.305, -2.742, -0.370], [1.109, -0.107, -2.018], [1.295, -1.083, -0.372], [0.213, 2.616, -1.004], [-1.131, 0.234, 0.392], [0.017, -0.595, 0.930], [0.553, 0.082, 1.582], [0.450, 1.767, -1.419], [-0.228, -1.485, 1.548], [-2.003, -0.018, 1.044], [-1.159, 1.386, 0.310], [-1.421, -0.055, -0.623]]
}

=====

No. 3
{
  "formula": "C29H22N5O4ReS4",
  "method": "ωB97M-V/def2-TZVPD",
  "total_energy_ev": -91539.0862,
  "e_lumo_ev": [-4.09, -3.94],
  "spin_multiplicity": 2,
  "de_lowest_kj_mol": 0.0,
  "charge": 1,
  "orbital_gap_ev": [6.46, 6.66],
  "symbols": ["Re", "S", "S", "S", "S", "O", "O", "O", "O", "N", "N", "N", "N", "N", "C", "C", "C", "C", "C", "C", "C", "C", "C", "C", "C", "C", "C", "C", "C", "C", "C", "C", "C", "C", "C", "C", "C", "C", "C", "C", "C", "C", "C", "H", "H", "H", "H", "H", "H", "H", "H", "H", "H", "H", "H", "H", "H", "H", "H", "H", "H", "H", "H", "H", "H"],
  "positions_angstrom": [[0.435, 0.348, 0.962], [0.142, 5.680, -1.358], [-1.023, 2.846, 2.300], [1.058, -6.258, -1.772], [2.610, -0.016, 1.562], [-1.925, 1.942, 2.945], [0.275, 2.051, 1.903], [-1.454, 3.572, 1.141], [-1.361, 0.021, 0.363], [3.364, -0.881, 3.959], [0.681, 1.338, -0.940], [1.115, -0.994, 3.604], [0.088, -0.723, 2.690], [0.761, -1.279, -0.399], [0.822, 5.348, -3.799], [0.636, 6.738, -3.628], [0.888, -0.908, -1.694], [0.597, 2.632, -1.174], [1.102, -7.442, -0.547], [0.889, 2.317, -3.526], [-4.671, -1.538, 2.297], [1.050, -1.842, -2.719], [-4.760, -0.987, 1.025], [1.077, -3.196, -2.364], [0.950, -3.581, -1.041], [0.930, -5.481, 0.657], [0.788, -2.561, -0.082], [1.001, -6.893, 0.695], [0.962, 0.936, -3.300], [0.698, 3.188, -2.467], [0.598, 4.634, -2.648], [1.133, -0.039, -4.340], [0.976, -4.981, -0.620], [0.847, 0.488, -1.981], [-2.294, -1.063, 2.325], [-3.638, -0.479, 0.393], [-1.068, -1.151, 3.077], [-2.406, -0.507, 1.036], [-3.446, -1.578, 2.933], [2.287, -0.668, 3.183], [-0.349, 3.984, 3.462], [0.272, 7.057, -2.354], [1.175, -1.361, -4.066], [3.236, -1.218, 4.898], [1.180, -8.484, -0.808], [-3.362, -2.002, 3.926], [0.994, -7.473, 1.604], [0.768, 7.466, -4.412], [-3.695, -0.043, -0.594], [-5.716, -0.952, 0.519], [-1.101, -1.635, 4.049], [1.205, -3.938, -3.142], [1.301, -2.083, -4.862], [-1.174, 4.624, 3.770], [0.867, -4.875, 1.548], [1.123, 4.905, -4.736], [4.277, -0.593, 3.659], [0.064, 8.034, -1.948], [0.427, 3.256, -0.307], [1.226, 0.312, -5.359], [0.965, 2.688, -4.539], [0.049, 3.442, 4.315], [0.418, 4.575, 2.971], [-5.551, -1.931, 2.785], [0.690, -2.789, 0.971]]
}

=====

No. 4
{
  "formula": "C18H42F2Hg3N3O18S2",
  "method": "ωB97M-V/def2-TZVPD",
  "total_energy_ev": -100270.5559,
  "e_lumo_ev": -8.48,
  "de_lowest_kj_mol": 1345.7,
  "charge": 1,
  "orbital_gap_ev": 2.63,
  "symbols": ["Hg", "Hg", "Hg", "S", "S", "F", "F", "O", "O", "O", "O", "O", "O", "O", "O", "O", "O", "O", "O", "O", "O", "O", "O", "O", "O", "N", "N", "N", "C", "C", "C", "C", "C", "C", "C", "C", "C", "C", "C", "C", "C", "C", "C", "C", "C", "C", "H", "H", "H", "H", "H", "H", "H", "H", "H", "H", "H", "H", "H", "H", "H", "H", "H", "H", "H", "H", "H", "H", "H", "H", "H", "H", "H", "H", "H", "H", "H", "H", "H", "H", "H", "H", "H", "H", "H", "H", "H", "H"],
  "positions_angstrom": [[14.224, 19.601, 11.515], [20.182, 19.158, 12.438], [19.349, 23.098, 16.395], [19.587, 14.893, 10.653], [17.728, 16.217, 10.170], [18.001, 17.533, 9.342], [20.901, 15.036, 11.691], [9.578, 23.452, 11.843], [16.616, 16.684, 11.011], [20.247, 18.373, 15.366], [17.665, 22.551, 13.565], [20.844, 20.414, 15.243], [19.645, 19.792, 16.834], [17.184, 20.750, 12.350], [18.824, 13.843, 11.371], [13.422, 24.763, 14.641], [17.803, 26.186, 11.533], [15.671, 21.999, 13.030], [20.216, 14.557, 9.410], [15.866, 24.488, 16.407], [17.379, 15.212, 9.089], [22.984, 20.094, 11.573], [19.822, 21.626, 7.210], [18.691, 27.256, 8.883], [11.142, 17.958, 12.651], [21.040, 21.208, 9.876], [19.242, 16.335, 10.911], [11.127, 20.893, 11.946], [23.341, 21.416, 11.107], [19.351, 22.707, 6.474], [16.827, 21.821, 12.964], [21.619, 20.728, 8.542], [23.991, 19.353, 12.295], [14.914, 25.553, 16.549], [13.514, 24.952, 16.029], [10.306, 21.270, 10.824], [10.403, 20.275, 13.064], [22.041, 22.098, 10.665], [9.160, 22.283, 11.254], [21.169, 21.881, 7.595], [17.328, 27.449, 9.444], [9.489, 24.593, 11.071], [16.988, 26.272, 10.384], [20.439, 19.445, 15.966], [10.878, 16.600, 12.433], [10.062, 18.730, 13.042], [11.220, 20.431, 13.769], [21.202, 19.736, 8.366], [24.321, 19.642, 13.293], [21.514, 22.910, 7.693], [23.838, 21.882, 11.958], [9.642, 20.858, 13.583], [11.531, 21.684, 12.425], [14.889, 26.128, 17.475], [19.259, 27.778, 9.454], [10.577, 16.295, 11.431], [9.281, 18.628, 12.289], [17.409, 28.431, 9.908], [21.425, 22.502, 11.468], [9.555, 25.552, 11.584], [19.374, 23.678, 6.969], [22.098, 23.009, 10.070], [10.133, 16.250, 13.148], [18.299, 22.531, 6.251], [8.527, 24.593, 10.557], [22.667, 20.435, 8.599], [16.595, 27.621, 8.655], [23.762, 18.288, 12.256], [13.338, 24.016, 16.558], [17.716, 25.308, 11.912], [20.221, 21.725, 9.590], [19.779, 22.709, 5.472], [24.992, 19.418, 11.869], [15.912, 26.198, 10.539], [8.492, 21.807, 11.971], [17.209, 25.370, 9.814], [14.071, 24.081, 14.452], [15.095, 26.349, 15.828], [12.664, 25.541, 16.373], [15.725, 23.922, 15.645], [8.437, 22.383, 10.444], [24.019, 21.450, 10.254], [21.887, 21.600, 6.825], [11.842, 16.099, 12.520], [10.333, 24.687, 10.389], [9.763, 20.456, 10.344], [10.906, 21.703, 10.023], [9.798, 18.335, 14.023]]
}